[1]
Density functional theory data (ωB97M-V/def2-TZVPD) for a molecular structure, C3H2AuFO2 at a distorted geometry.

For the HOMO energy (spin up / spin down), the calculation gives -21.21 / -22.16 eV. Its charge is +2. The max |F| is 9.92 eV/Å. The value obtained for the gap between HOMO and LUMO (spin up / spin down) is 7.43 / 8.65 eV. The expectation value of S² is 2.09. The calculation puts the energy above the lowest of the compared OMol25 structures with the same formula, charge and spin at 83.4 kcal per mole. The spin multiplicity is 3.

Cartesian coordinates (Å):
O1 0.226 -0.194 -1.483
C1 -0.694 -0.503 0.928
F1 1.968 1.205 -0.906
O2 -1.714 -0.860 0.276
Au1 -1.417 -0.887 -1.533
C2 0.753 0.854 -0.497
H1 -0.847 -0.090 1.937
C3 0.557 -0.250 0.302
H2 1.168 0.723 0.975



[2]
Density functional theory data (ωB97M-V/def2-TZVPD) for a molecular structure, C3H2AuLiO3 at a distorted geometry.

For the HOMO energy (spin up / spin down), the calculation gives -21.09 / -25.66 eV. Its charge is +3. The max |F| is 7.96 eV/Å. The value obtained for the gap between HOMO and LUMO (spin up / spin down) is 6.24 / 6.34 eV. The expectation value of S² is 3.77. The calculation puts the energy above the lowest of the compared OMol25 structures with the same formula, charge and spin at 0.0 kcal per mole. The spin multiplicity is 4.

Cartesian coordinates (Å):
C1 0.797 0.424 0.690
O1 -0.510 -1.072 -1.133
H1 0.616 0.134 1.734
C2 -0.788 -0.284 -0.270
H2 0.750 1.513 0.557
Au1 -2.811 1.354 1.190
O2 -1.761 0.309 0.113
O3 2.899 -0.562 -0.273
C3 1.975 -0.106 0.202
Li1 -1.167 -1.710 -2.811



[3]
Density functional theory data (ωB97M-V/def2-TZVPD) for a gas-phase ion, C3H2BCl2N4O3 (charge +1) at a distorted geometry.

For the HOMO energy, the calculation gives -15.53 eV. Its charge is +1. The max |F| is 5.22 eV/Å. The value obtained for the gap between HOMO and LUMO is 10.34 eV. As for the SMILES: N#COn1nc(Cl)[n+](Cl)c1B(O)O.

Cartesian coordinates (Å):
C1 -0.754 2.150 0.380
C2 2.870 0.197 -0.035
O1 0.124 -2.297 0.542
N1 0.826 0.985 -0.519
O2 -0.949 -2.061 -1.606
C3 -0.213 0.137 -0.273
Cl1 -2.773 0.230 0.846
Cl2 -1.681 3.475 1.085
N2 0.494 2.239 -0.129
N3 3.445 -0.255 0.848
H1 -1.335 -2.899 -1.264
O3 2.024 0.670 -1.044
N4 -1.273 0.820 0.309
B1 -0.366 -1.464 -0.504
H2 -0.267 -1.910 1.357